{"formula": "C21H34MnP", "method": "ωB97M-V/def2-TZVPD", "species": ["C", "H", "H", "H", "C", "H", "H", "C", "H", "H", "H", "C", "C", "C", "C", "C", "C", "C", "C", "C", "C", "Mn", "H", "H", "H", "H", "H", "H", "H", "H", "H", "H", "H", "H", "H", "H", "H", "C", "P", "C", "C", "C", "C", "C", "C", "C", "H", "H", "H", "H", "H", "H", "H", "H", "H", "H", "H"], "positions_angstrom": [[-0.502692, -2.008244, -0.297086], [-1.572318, -1.988754, -0.532949], [0.040082, -2.357247, -1.186082], [-1.346696, -0.044138, -0.537282], [-0.259741, -2.849310, 0.949780], [0.599288, -2.466608, 1.531677], [-1.145467, -2.757035, 1.599280], [-0.035150, -4.330590, 0.622051], [0.175399, -4.877582, 1.543661], [-0.923100, -4.773714, 0.167079], [0.814784, -4.466988, -0.049197], [1.383135, 1.626393, 0.435584], [2.003579, 0.426378, 0.959197], [2.195611, -0.490938, -0.150022], [1.652055, 0.140838, -1.333790], [1.166659, 1.446230, -0.970583], [0.797838, 2.518436, -1.932587], [1.795625, -0.360443, -2.725280], [2.955156, -1.771731, -0.112301], [2.489508, 0.247614, 2.349110], [1.255453, 2.909434, 1.178344], [0.113132, -0.185360, 0.203424], [1.052178, 0.090675, -3.398950], [2.791675, -0.114409, -3.138138], [1.680471, -1.453237, -2.785170], [0.433953, 2.103831, -2.879020], [0.024367, 3.182893, -1.526322], [1.676243, 3.148106, -2.161489], [1.063671, 2.730430, 2.245597], [2.193036, 3.490839, 1.098853], [0.445253, 3.538662, 0.782903], [2.606757, -0.817789, 2.596951], [3.465388, 0.745931, 2.487997], [1.784362, 0.685094, 3.072961], [2.525304, -2.512871, -0.799185], [4.011152, -1.632304, -0.396984], [2.941091, -2.200047, 0.897590], [-3.684906, 0.269245, -0.461057], [-2.385071, 0.377101, 0.844938], [-2.099901, 2.171614, 0.971693], [-3.509401, 0.126616, 2.341786], [-3.722353, 1.127366, 3.310357], [-4.815404, 1.045936, 4.178500], [-5.662078, -0.057521, 4.148277], [-5.419550, -1.093619, 3.241578], [-4.337476, -1.025143, 2.368037], [-3.284294, 0.665825, -1.407733], [-4.521152, 0.879940, -0.103373], [-3.997516, -0.779252, -0.568003], [-3.056150, 2.684810, 1.121868], [-1.432484, 2.372454, 1.832379], [-1.612004, 2.548933, 0.058504], [-3.069551, 1.987860, 3.393379], [-5.008991, 1.858707, 4.882543], [-6.514587, -0.114140, 4.804488], [-6.074476, -1.961311, 3.200813], [-4.130689, -1.837677, 1.676051]], "forces_ev_per_angstrom": [[-0.2, -0.6, -0.8], [0.2, -0.3, -0.2], [-0.1, 0.0, 0.2], [-0.3, 0.1, 0.7], [-0.1, 0.2, 0.4], [-0.1, -0.2, -0.1], [0.3, 0.0, 0.0], [0.1, 0.0, 0.2], [0.0, 0.0, -0.1], [0.1, 0.1, 0.0], [-0.1, 0.0, 0.0], [0.6, -0.3, -0.9], [0.5, -0.2, -1.2], [0.4, 1.0, 0.4], [0.6, -0.1, 0.6], [0.7, 0.2, 1.0], [-0.4, 0.3, -0.3], [-0.4, -0.4, -0.5], [-0.1, -0.5, 0.1], [0.0, -0.2, 0.7], [-0.3, 0.4, 0.3], [-1.0, 0.0, -0.1], [0.3, -0.2, 0.2], [-0.3, 0.0, 0.3], [0.1, 0.3, 0.0], [0.1, 0.2, 0.2], [0.2, -0.1, -0.1], [-0.3, -0.3, 0.1], [0.1, 0.2, -0.3], [-0.3, -0.3, 0.0], [0.3, -0.1, 0.1], [0.0, 0.4, 0.0], [-0.4, -0.2, -0.1], [0.3, -0.1, -0.2], [0.1, 0.2, 0.1], [-0.4, 0.1, 0.1], [0.1, 0.0, -0.3], [0.6, -0.3, 0.1], [-2.2, 1.8, 0.1], [0.8, 0.2, 0.0], [-0.1, -1.0, 0.4], [0.3, 0.0, -0.1], [0.2, 0.0, -0.1], [0.3, -0.1, -0.6], [0.3, 0.0, -0.2], [0.4, 0.4, -0.1], [-0.2, -0.2, 0.3], [0.1, -0.2, -0.1], [0.0, 0.4, -0.2], [0.2, -0.2, -0.1], [-0.4, 0.0, -0.4], [-0.2, -0.2, 0.3], [-0.1, 0.0, -0.1], [0.2, -0.3, -0.3], [-0.1, 0.0, 0.1], [0.2, 0.2, 0.1], [-0.2, 0.0, 0.1]], "lowdin_charge": [-0.2307, 0.0508, 0.0806, 0.0656, -0.3089, 0.0937, 0.1037, -0.0754, 0.0888, 0.0891, 0.0780, -0.2513, -0.2632, -0.2588, -0.2334, -0.2383, 0.0009, 0.0087, 0.0029, -0.0045, -0.0123, 0.7370, 0.0935, 0.1267, 0.0936, 0.0893, 0.0820, 0.1238, 0.0905, 0.1241, 0.0803, 0.0905, 0.1218, 0.0937, 0.0887, 0.1196, 0.0880, -0.1970, 0.9624, -0.2376, -0.3060, -0.0709, -0.0340, -0.0200, -0.0356, -0.0841, 0.0712, 0.0797, 0.0652, 0.0797, 0.0567, 0.0491, 0.1033, 0.1295, 0.1243, 0.1261, 0.1085], "lumo_energy_ev": [-8.352, -9.761], "gap_ha": [0.2291, 0.2054], "de_lowest_kj_mol": 214.1, "e_homo_ev": [-14.6, -15.4], "spin_multiplicity": 5, "charge": 2, "s2": 6.26, "e_tot_ev": -62919.08385}

{"formula": "C21H34NO9", "method": "ωB97M-V/def2-TZVPD", "species": ["C", "C", "O", "C", "C", "O", "C", "C", "O", "C", "C", "C", "N", "C", "C", "C", "O", "C", "C", "C", "O", "O", "O", "C", "C", "H", "H", "H", "H", "H", "H", "H", "H", "H", "H", "H", "H", "H", "H", "H", "H", "H", "H", "H", "H", "H", "H", "H", "H", "H", "H", "H", "H", "O", "C", "O", "C", "C", "C", "H", "H", "H", "H", "H", "H"], "positions_angstrom": [[6.470911, -1.443208, 1.869761], [5.810559, -2.512125, 0.954739], [5.195779, -1.956287, -0.194985], [3.886188, -1.486647, 0.059341], [3.003286, -1.638035, -1.188915], [1.670225, -1.211516, -0.927628], [1.213251, -0.176348, -1.777698], [0.126637, -0.745355, -2.729304], [-0.911866, 0.204997, -3.002176], [-2.143239, -0.186616, -2.418247], [-2.055919, 0.043989, -0.902392], [-1.835766, 1.330271, -0.482686], [-1.743446, 1.564543, 0.842629], [-1.854143, 0.618591, 1.767299], [-1.723792, 0.947991, 3.251132], [-0.208418, 0.937406, 3.630033], [0.603399, 1.527233, 2.627745], [-2.083652, -0.690459, 1.399432], [-2.191114, -0.988391, 0.040657], [-2.465170, -2.439846, -0.311707], [-2.082713, -2.996308, -1.302797], [-3.248182, -3.117043, 0.629993], [-4.561002, -3.058929, 0.065132], [-5.231031, -4.293633, 0.370211], [-5.741034, -4.211642, 1.836278], [7.459033, -1.789140, 2.203694], [5.887642, -1.256877, 2.782859], [6.619035, -0.528605, 1.280779], [6.611084, -3.164916, 0.575669], [5.136253, -3.155662, 1.543756], [3.426768, -2.033195, 0.902116], [3.959092, -0.422189, 0.361244], [2.959164, -2.726362, -1.381520], [3.467915, -1.194438, -2.079982], [0.716774, 0.569798, -1.126374], [2.009943, 0.364237, -2.307412], [-0.307696, -1.607953, -2.202874], [0.566914, -1.142129, -3.656174], [-2.947449, 0.461220, -2.802660], [-2.413848, -1.210027, -2.696594], [-1.755129, 2.140736, -1.204598], [-1.576557, 2.527951, 1.135657], [-2.208810, 1.906792, 3.482405], [-2.228011, 0.136231, 3.790745], [-0.031137, 1.366000, 4.627845], [0.120290, -0.110679, 3.694408], [0.397522, 2.468759, 2.548275], [-2.188749, -1.469202, 2.151727], [-4.581468, -5.164763, 0.222851], [-6.073823, -4.328069, -0.332891], [-6.115818, -3.189869, 1.972721], [-4.889673, -4.388975, 2.502440], [-6.538782, -4.955042, 1.943932], [-0.815499, 4.995543, 0.391141], [-0.283689, 4.966513, -0.685779], [-0.793067, 5.547318, -1.787293], [0.022481, 5.226743, -2.933563], [1.379624, 4.858022, -2.362223], [1.002019, 4.243279, -1.020381], [-0.444461, 4.396496, -3.468513], [0.071619, 6.087046, -3.596287], [1.953327, 4.196498, -3.008550], [1.971070, 5.759711, -2.196635], [0.792709, 3.173108, -1.103949], [1.763640, 4.423460, -0.265855]], "forces_ev_per_angstrom": [[-0.1, -0.4, -0.1], [1.3, 0.0, 0.3], [-0.8, -0.5, 0.1], [0.0, 1.0, 0.2], [0.6, -1.6, 0.4], [0.7, 0.7, -0.6], [-1.1, 0.4, 0.3], [0.3, -0.4, 0.5], [-0.1, -0.1, -0.2], [-0.1, 0.5, 0.0], [-0.4, -1.2, -1.0], [-0.1, -0.4, 0.3], [0.1, 0.9, -0.7], [-0.1, -0.5, 1.9], [0.5, 0.0, -0.6], [-0.1, -0.5, 0.1], [-0.3, 0.2, 0.0], [0.0, -0.1, -0.9], [0.0, -0.1, 0.7], [-0.2, -0.9, -1.2], [-0.2, 0.7, 1.0], [0.9, 0.5, 0.3], [-0.5, -0.1, -0.8], [-0.4, 0.1, 1.2], [0.4, -0.1, -1.3], [-0.3, 0.1, -0.1], [0.1, 0.2, -0.4], [-0.1, -0.1, 0.3], [-0.3, 0.2, 0.0], [-0.1, 0.2, -0.3], [0.0, 0.1, -0.3], [-0.3, -0.3, -0.1], [0.0, 0.4, -0.1], [-0.3, 0.3, 0.3], [0.1, -0.2, -0.3], [0.0, -0.4, 0.1], [0.2, 0.2, -0.2], [-0.3, 0.4, 0.1], [0.5, 0.0, -0.1], [0.2, 0.2, 0.3], [0.1, 0.0, 0.5], [0.0, -0.1, 0.0], [0.2, -0.2, 0.0], [0.0, 0.4, 0.0], [-0.2, 0.1, -0.3], [-0.1, 0.3, -0.1], [0.2, 0.0, 0.2], [0.0, 0.3, -0.2], [0.0, 0.4, -0.2], [0.3, 0.2, 0.1], [-0.1, -0.4, 0.2], [-0.4, -0.1, 0.1], [0.2, 0.2, 0.4], [-0.4, -0.2, 0.1], [0.2, -0.3, -0.1], [0.0, -0.1, 0.3], [0.2, 0.0, -0.3], [0.2, -0.1, 0.0], [0.3, 0.4, -0.4], [0.0, 0.0, 0.0], [-0.2, 0.1, 0.1], [-0.1, 0.0, 0.0], [0.0, 0.0, 0.0], [0.1, 0.0, 0.1], [-0.2, -0.2, 0.2]], "lowdin_charge": [-0.0705, -0.2677, -0.1527, -0.2029, -0.1744, -0.1372, -0.1744, -0.1373, -0.1240, -0.1328, -0.0774, 0.0477, 0.1837, -0.1837, -0.0667, -0.2187, -0.0577, 0.1012, 0.0135, -0.3372, 0.1964, -0.0207, -0.0916, -0.2032, -0.0596, 0.0709, 0.0682, 0.0786, 0.1176, 0.1141, 0.1269, 0.1313, 0.1345, 0.1315, 0.1046, 0.1288, 0.1096, 0.1398, 0.1457, 0.1289, 0.1634, 0.1719, 0.1320, 0.1267, 0.1296, 0.1296, 0.0926, 0.1513, 0.1283, 0.1314, 0.0794, 0.0732, 0.0813, 0.0957, -0.5014, 0.0434, -0.1374, -0.1440, -0.0773, 0.1277, 0.1315, 0.1212, 0.1257, 0.1099, 0.1314], "lumo_energy_ev": -4.560, "gap_ha": 0.2587, "de_lowest_kj_mol": 414.0, "e_homo_ev": -11.6, "charge": 1, "e_tot_ev": -42235.26208}

{"formula": "C21H35BEuO2P2", "method": "ωB97M-V/def2-TZVPD", "species": ["P", "P", "C", "C", "H", "H", "H", "H", "C", "H", "H", "H", "C", "H", "H", "H", "C", "H", "H", "H", "C", "H", "H", "H", "Eu", "C", "C", "C", "C", "C", "C", "C", "C", "C", "H", "H", "H", "H", "H", "H", "H", "H", "H", "H", "H", "H", "H", "H", "H", "O", "B", "O", "C", "C", "C", "C", "C", "C", "H", "H", "H", "H"], "positions_angstrom": [[0.814795, -1.351735, -5.183681], [0.965165, 1.940491, -5.018509], [0.501201, -0.298995, -6.704993], [1.203780, 1.050114, -6.659905], [-0.592626, -0.173317, -6.783739], [0.837552, -0.874338, -7.581337], [2.287111, 0.954249, -6.818250], [0.799910, 1.686820, -7.462019], [-0.624346, 2.728761, -5.645076], [-1.073752, 3.364737, -4.874952], [-1.338105, 1.942081, -5.921230], [-0.446945, 3.342564, -6.544218], [1.990173, 3.408099, -5.451389], [1.508166, 4.019966, -6.226103], [2.968178, 3.073162, -5.814662], [2.099208, 4.009627, -4.541224], [-0.449315, -2.583416, -5.779970], [-0.698722, -3.282833, -4.972692], [-0.041259, -3.143817, -6.636597], [-1.357468, -2.055167, -6.106367], [2.293365, -2.269989, -5.817208], [3.136340, -1.574123, -5.933994], [2.058527, -2.741286, -6.786396], [2.549780, -3.058473, -5.093800], [2.506511, 0.166931, -0.778900], [-1.716766, 2.113929, -2.615509], [-2.771202, 1.727843, -3.359642], [-2.956865, 0.305721, -3.720242], [-3.192838, -0.643932, -2.502269], [-2.095580, -1.615708, -2.207447], [-0.799198, -1.376458, -2.410603], [-0.221283, 0.000917, -2.459275], [-0.883266, 1.161388, -1.685617], [0.774837, -2.079689, 0.790159], [-1.324048, 3.147336, -2.586091], [-3.431351, 2.418713, -3.911462], [-2.023367, 0.001605, -4.231654], [-3.839159, 0.197291, -4.385781], [-3.409467, -0.110892, -1.557362], [-4.104537, -1.221059, -2.752442], [-2.417124, -2.628984, -1.948421], [-0.043124, -2.165823, -2.606896], [-0.093179, 0.280299, -3.534012], [0.867347, -0.190334, -2.265866], [-1.510852, 0.862229, -0.815434], [-0.089332, 1.813737, -1.261874], [1.844953, -2.053342, 0.497735], [0.079988, -2.305005, -0.022386], [0.735312, -2.899722, 1.521316], [-0.646892, -0.627245, 2.414178], [0.363832, -0.796772, 1.490592], [1.162119, 0.372187, 1.414144], [0.773156, 1.133436, 2.530499], [1.619853, 1.936925, 3.262084], [1.198512, 2.269722, 4.560307], [-0.030657, 1.822135, 5.051352], [-0.866957, 0.967128, 4.308196], [-0.387969, 0.558360, 3.073760], [2.604841, 2.220539, 2.889448], [1.843006, 2.905607, 5.178376], [-0.351546, 2.143986, 6.045950], [-1.831523, 0.630519, 4.699200]], "forces_ev_per_angstrom": [[-0.2, -0.7, -1.7], [-0.6, 0.9, -1.9], [0.3, 0.1, 0.2], [0.2, 0.1, 0.1], [0.4, 0.1, 0.0], [-0.2, 0.1, 0.1], [-0.2, -0.1, 0.0], [0.3, 0.0, 0.2], [-0.3, 0.0, 0.3], [0.0, -0.2, -0.3], [0.0, 0.2, 0.2], [0.1, -0.3, 0.3], [0.2, 0.2, 0.3], [0.2, -0.2, 0.2], [0.0, 0.2, 0.3], [0.2, 0.0, -0.3], [0.0, -0.3, 0.4], [-0.1, 0.0, -0.3], [-0.2, 0.2, 0.3], [0.2, -0.3, 0.3], [0.0, 0.0, 0.1], [-0.1, -0.3, 0.1], [0.2, 0.2, 0.3], [0.1, 0.3, -0.2], [1.4, 0.6, 0.1], [-0.1, -0.1, 0.7], [1.0, 1.1, 0.0], [-0.6, -1.0, 0.6], [-0.7, 0.0, 0.5], [0.4, -1.1, -0.6], [0.0, 0.0, 0.3], [0.2, -0.1, -1.3], [-0.1, 0.6, -0.7], [0.3, -0.8, 0.0], [-0.9, -0.4, 0.1], [0.8, 0.1, 0.4], [-0.7, -0.2, -0.1], [0.8, 0.0, 0.2], [-0.3, 0.2, -0.6], [0.5, 0.1, 0.4], [0.1, 0.1, -0.4], [-0.7, 0.2, 0.8], [-0.3, 0.1, 1.1], [-1.0, 0.4, -0.1], [0.4, -0.1, -0.6], [-0.2, -0.3, -0.1], [-0.7, -0.2, -0.3], [0.4, -0.2, -0.2], [-0.3, 0.1, -0.1], [-0.6, 0.2, -0.2], [0.1, 1.2, 0.7], [-0.5, -0.3, 0.6], [0.0, -0.9, 0.4], [-0.1, 0.3, 0.3], [0.0, 0.2, -0.3], [-0.3, 0.2, -0.2], [0.0, 0.2, 0.1], [1.3, 0.3, 0.2], [-0.4, 0.0, 0.0], [-0.3, -0.3, -0.2], [0.1, -0.2, -0.4], [0.5, -0.1, -0.1]], "lowdin_charge": [0.8887, 0.8900, -0.4443, -0.4483, 0.0637, 0.0799, 0.0708, 0.0762, -0.2975, 0.0163, 0.0293, 0.0368, -0.3192, 0.0323, 0.0339, 0.0263, -0.2910, 0.0271, 0.0348, 0.0322, -0.3054, 0.0340, 0.0320, 0.0322, 0.7642, -0.1142, -0.1448, -0.1883, -0.1811, -0.1189, -0.2047, -0.3727, -0.1810, -0.0051, 0.0996, 0.1104, 0.0966, 0.1159, 0.1159, 0.1105, 0.1027, 0.0831, -0.0409, -0.0695, 0.1145, 0.0526, -0.0079, 0.0629, 0.0931, 0.2048, -0.6961, -0.1018, -0.1744, 0.0052, -0.0772, -0.0781, 0.0107, -0.1746, 0.1167, 0.1097, 0.1074, 0.1240], "lumo_energy_ev": [0.456, 0.482], "gap_ha": [0.1731, 0.1640], "de_lowest_kj_mol": 0.0, "e_homo_ev": [-4.3, -4.0], "spin_multiplicity": 8, "s2": 15.76, "e_tot_ev": -65018.40312}